Below is one molecule with the formula C7H10 in a non-equilibrium geometry, with properties calculated with ωB97M-V/def2-TZVPD.

Summary:
Energy relative to the best compared isomer or geometry (same formula, charge and spin) (kJ/mol): 468.6
Gap between HOMO and LUMO (eV): 9.0
HOMO energy (eV): -7.991
SMILES: C[C@]12C[C@@H]3[C@H](C1)[C@@H]32

Structure (XYZ):
```
17
C7H10 ωB97M-V/def2-TZVPD
H 2.27 0.06 -0.22
C -0.46 0.91 1.02
H -0.32 -1.79 -1.11
C 0.67 -1.33 0.76
C -0.18 0.26 -0.36
H -1.44 0.77 1.49
C -0.52 -1.24 -0.18
H 0.79 -0.68 2.28
H -1.62 1.07 -1.75
H 1.26 -2.21 1.01
H -1.52 -1.50 0.20
H -0.14 0.44 -2.52
C -0.53 0.98 -1.64
C 0.80 0.34 1.50
C 1.27 -0.06 0.19
H -0.10 1.99 -1.66
H -0.22 1.98 1.00
```

natural (NBO) atomic charge list, values in e, 5 entries: 0.220, -0.457, 0.216, -0.243, 0.008